# C38H58FNPPtSi

A molecular structure, C38H58FNPPtSi (ωB97M-V/def2-TZVPD, OMol25).

```
101
Properties=species:S:1:pos:R:3:forces:R:3:lowdin_charge:R:1
Pt -0.324217 -0.237791 -0.236516 0.431 -0.357 0.507 0.989
C -3.583382 -1.060488 -2.664303 0.057 -0.038 0.081 -0.162
Si -2.518528 -2.189960 -1.609809 0.026 -0.044 -0.025 0.420
C -3.215191 -2.203595 0.125794 -0.084 0.125 -0.021 -0.163
C -2.684433 -3.961773 -2.217782 -0.018 0.064 0.068 -0.162
N -0.805425 -1.650106 -1.538518 -0.304 -0.110 -0.195 -0.234
C 0.097167 -2.170396 -2.486626 0.175 0.084 -0.101 -0.339
C -0.289825 -2.582855 -3.769999 0.097 0.129 0.088 -0.050
C 0.609431 -3.108882 -4.681696 0.011 -0.024 -0.054 -0.067
C 1.952591 -3.229779 -4.357010 0.015 0.017 -0.030 -0.069
C 2.386887 -2.799941 -3.112445 -0.006 -0.020 -0.040 -0.005
C 1.469924 -2.284753 -2.225186 -0.220 -0.146 -0.027 -0.256
F 1.941400 -1.840817 -1.040136 0.012 -0.041 0.195 0.020
H -4.607088 -1.447235 -2.696380 0.077 -0.029 -0.024 0.045
H -3.222731 -0.970010 -3.692655 -0.043 0.015 0.052 0.034
H -3.636343 -0.060774 -2.225956 -0.020 -0.067 -0.053 0.004
H -4.011148 -2.953349 0.180650 0.043 0.074 -0.004 0.047
H -3.652393 -1.244696 0.407282 0.010 -0.066 -0.025 0.011
H -2.459884 -2.463422 0.865102 -0.002 -0.041 0.002 -0.009
H -3.670623 -4.291510 -1.871665 0.079 -0.021 -0.020 0.038
H -1.945021 -4.641162 -1.787173 0.014 0.064 0.014 0.042
H -2.670292 -4.093249 -3.297984 0.062 0.056 -0.024 0.030
H -1.314625 -2.452149 -4.076300 -0.162 0.002 0.018 0.089
H 0.255009 -3.412374 -5.658916 0.026 0.006 0.037 0.111
H 2.659662 -3.636064 -5.068317 -0.028 0.006 0.026 0.110
H 3.426882 -2.852036 -2.816295 -0.023 -0.009 -0.012 0.124
C -0.814389 -4.345751 2.204627 -0.033 -0.002 -0.027 -0.057
C 0.394759 -3.624277 2.793231 -0.039 0.018 0.004 -0.371
C 0.418010 -3.736155 4.322277 -0.022 0.001 0.014 -0.045
C 0.469110 -2.168287 2.394427 0.071 -0.022 -0.020 -0.162
C -0.620699 -1.327186 2.483176 -0.038 0.014 -0.065 -0.017
C -0.515024 0.046993 2.189651 -0.118 0.080 0.099 -0.219
C -1.573795 0.987153 2.746665 -0.027 -0.071 0.035 -0.361
C -3.017049 0.540997 2.544777 -0.042 -0.035 -0.021 -0.061
C -1.321038 1.130618 4.257386 -0.050 0.002 -0.005 -0.026
C 0.721604 0.552316 1.690406 0.047 0.172 0.063 -0.224
C 1.890857 -0.301838 1.721378 -0.016 -0.001 -0.019 -0.132
C 1.716741 -1.626069 2.032415 0.028 -0.028 0.006 0.024
C 3.294334 0.247559 1.524826 0.045 0.030 0.017 -0.349
C 4.281617 -0.758010 0.916310 -0.017 0.086 -0.005 -0.062
C 3.891532 0.701710 2.870191 0.032 0.000 0.038 -0.035
C 0.927961 2.041749 1.620928 0.011 0.029 -0.137 -0.206
C 1.377443 2.727724 2.747949 -0.038 -0.004 -0.019 -0.040
C 1.644527 4.084063 2.698145 0.011 0.016 0.015 -0.034
C 1.483207 4.777423 1.506570 0.024 0.042 0.017 -0.044
C 1.006909 4.117552 0.388780 0.015 0.020 -0.023 -0.080
C 0.702121 2.754142 0.441540 -0.120 0.006 0.093 -0.262
P -0.031122 1.837280 -0.951182 0.101 0.214 -0.161 1.033
C 1.228726 1.960446 -2.326264 0.047 -0.021 -0.073 -0.642
C 2.585090 1.599158 -1.705147 0.000 -0.128 0.096 -0.079
C 0.936957 0.938007 -3.427683 -0.037 0.064 -0.077 -0.071
C 1.327624 3.357712 -2.953655 0.104 0.006 0.004 -0.065
C -1.625353 2.689800 -1.416226 -0.113 -0.040 -0.081 -0.645
C -2.708995 2.210032 -0.444755 -0.011 0.074 -0.007 -0.098
C -2.037762 2.280863 -2.835669 0.023 -0.087 -0.031 -0.080
C -1.560154 4.219162 -1.339365 -0.038 0.060 -0.007 -0.072
H -0.788016 -5.400705 2.480593 0.007 0.020 -0.012 0.088
H -0.825973 -4.280406 1.114023 -0.009 0.016 0.031 0.079
H -1.753518 -3.935575 2.584101 0.025 -0.014 -0.005 0.077
H 1.296101 -4.103228 2.404218 0.021 -0.032 0.002 0.136
H -0.446619 -3.229108 4.758405 0.014 -0.022 -0.016 0.085
H 1.319701 -3.286881 4.741737 -0.020 -0.001 -0.009 0.084
H 0.383492 -4.783523 4.626263 0.014 0.028 -0.011 0.086
H -1.569466 -1.702598 2.847496 0.055 0.000 0.006 0.118
H -1.439241 1.964340 2.285478 0.009 0.054 -0.032 0.115
H -3.250310 -0.350014 3.132509 0.011 0.024 -0.037 0.089
H -3.242164 0.329415 1.504119 0.018 0.030 0.019 0.033
H -3.689753 1.331658 2.882034 0.016 -0.026 0.007 0.096
H -1.435797 0.162489 4.750890 -0.006 0.030 -0.014 0.091
H -2.051518 1.817725 4.689039 0.031 -0.023 -0.016 0.093
H -0.327811 1.508116 4.487604 0.038 0.004 -0.016 0.066
H 2.574459 -2.288457 2.027503 -0.013 0.023 -0.007 0.129
H 3.231451 1.121062 0.872490 -0.010 -0.036 0.041 0.110
H 4.646161 -1.448885 1.679491 -0.034 -0.032 -0.027 0.085
H 5.152478 -0.217621 0.540897 -0.022 -0.023 0.024 0.091
H 3.860556 -1.339606 0.102242 -0.059 0.015 -0.081 0.061
H 3.801980 -0.098860 3.608422 0.010 0.016 -0.011 0.095
H 3.429519 1.600075 3.273128 0.060 -0.119 -0.045 0.053
H 4.954181 0.910676 2.735524 -0.018 0.012 0.002 0.090
H 1.529370 2.187198 3.671323 -0.048 0.011 0.007 0.112
H 1.988895 4.599567 3.585909 0.000 -0.017 -0.022 0.119
H 1.716347 5.833521 1.451573 -0.017 -0.042 0.005 0.117
H 0.867582 4.676528 -0.525290 -0.011 -0.029 0.144 0.085
H 2.528293 0.664929 -1.131908 0.003 0.132 -0.122 0.060
H 2.963292 2.395082 -1.060106 -0.025 -0.060 0.000 0.087
H 3.305206 1.443069 -2.511771 -0.004 0.041 0.012 0.102
H 0.945693 -0.076203 -3.046094 0.019 0.000 0.012 0.043
H 1.724541 1.016407 -4.182180 -0.022 -0.001 0.030 0.103
H -0.014027 1.102433 -3.926742 -0.007 -0.003 -0.019 0.071
H 1.600572 4.128696 -2.233703 0.009 -0.061 -0.065 0.068
H 0.422898 3.665663 -3.475324 0.031 -0.052 0.016 0.070
H 2.130964 3.321107 -3.694321 -0.022 0.008 0.006 0.100
H -2.747635 1.121946 -0.402664 -0.029 0.002 -0.009 0.033
H -3.679390 2.575100 -0.791102 0.025 0.031 0.017 0.104
H -2.549890 2.597696 0.562543 0.030 -0.037 -0.008 0.078
H -2.113355 1.198260 -2.949297 0.041 0.057 0.026 0.057
H -1.356604 2.656603 -3.595426 -0.026 0.054 0.013 0.067
H -3.020947 2.710881 -3.038814 -0.017 -0.043 0.013 0.102
H -1.371411 4.571191 -0.325000 -0.032 -0.023 -0.069 0.079
H -2.540244 4.600149 -1.637446 0.020 0.001 -0.017 0.100
H -0.821615 4.654353 -2.015241 -0.084 -0.036 0.082 0.073
```
Forces are in eV/Å.

total charge = +1
HOMO level (alpha / beta) = -0.384 / -0.384 Ha
spin multiplicity = 1
electronic energy = -2387.460912 Ha